12
Properties=species:S:1:pos:R:3:forces:R:3:lowdin_charge:R:1 method="wB97M-V/def2-TZVPD" max_force_ev_per_a=2.7 homo_ev=-11.21 e_lumo_ev=0.41 mol_weight_g_mol=72.1 smiles=O.O.O.O de_lowest_ev=1.253 total_charge=0 homo_lumo_gap_ev=11.6208 energy_ev=-8319.423
O 12.565 15.813 7.005 1.14 -2.37 -0.63 -0.04
H 12.397 16.724 7.011 -0.89 1.73 0.33 0.01
H 11.868 15.282 7.402 -0.29 0.81 0.47 -0.02
O 9.103 15.494 7.076 -1.05 0.98 -0.67 -0.06
H 9.494 15.093 6.313 1.09 -1.05 -0.50 0.02
H 8.515 16.072 6.548 -0.06 0.03 1.06 0.06
O 10.939 14.163 8.942 -1.24 -0.88 -0.57 -0.05
H 10.270 14.310 9.609 0.40 0.97 1.44 0.04
H 10.246 13.726 8.412 0.89 -0.18 -0.99 0.05
O 12.123 13.104 5.649 -0.70 -0.80 1.34 -0.06
H 12.506 13.827 5.178 0.48 0.91 -0.21 0.01
H 12.176 13.334 6.602 0.23 -0.15 -1.06 0.03